# 1
Molecular formula: C47H58As2BN6S3Sc
Method: DFT, ωB97M-V/def2-TZVPD

The geometry in XYZ format:
```
118
Properties=species:S:1:pos:R:3:lowdin_charge:R:1
Sc 0.2431 0.1913 0.4551 0.340
C -5.7586 2.6619 1.0706 -0.021
C -4.5914 1.8392 0.5105 -0.522
C -3.9442 2.6439 -0.6093 -0.074
C -5.0769 0.4928 -0.0286 -0.014
N -3.6524 1.5510 1.6646 0.028
C -4.1656 0.9827 2.8200 -0.011
C -3.1512 0.8401 3.6870 -0.026
N -2.0051 1.3060 3.0784 0.025
B -0.7193 1.4062 3.9700 -0.553
N -0.1463 -0.0047 4.2856 0.033
C 0.4781 -0.2071 5.5000 -0.020
C 0.8713 -1.4906 5.5562 -0.008
N 0.4837 -2.0958 4.3716 0.025
C -0.1272 -1.1694 3.6007 -0.626
S -0.8465 -1.4719 2.0408 0.682
C 0.7481 -3.5530 4.0502 -0.528
C -0.5858 -4.2903 3.9716 -0.026
C 1.5856 -4.1516 5.1761 -0.046
C 1.5405 -3.6684 2.7446 -0.039
N 0.3491 2.4003 3.4302 0.023
C 0.1927 3.7392 3.7262 -0.025
C 1.2020 4.4100 3.1491 -0.017
N 1.9982 3.4824 2.4921 0.027
C 1.4502 2.2593 2.6724 -0.640
S 2.0615 0.7218 2.1170 0.705
C 3.2813 3.9523 1.8278 -0.518
C 2.9422 5.2033 1.0041 -0.025
C 3.9098 2.9198 0.9004 -0.077
C 4.2653 4.2876 2.9501 -0.013
C -2.3233 1.7341 1.8440 -0.598
S -1.1545 2.3059 0.6755 0.704
H -6.3882 2.9891 0.2426 0.100
H -5.3928 3.5493 1.5923 0.102
H -6.3897 2.0894 1.7519 0.082
H -4.7199 2.8419 -1.3494 0.100
H -3.1372 2.1077 -1.1051 0.032
H -3.5618 3.6023 -0.2534 0.085
H -5.6585 0.6522 -0.9383 0.103
H -5.7145 -0.0240 0.6924 0.091
H -4.2335 -0.1578 -0.2621 0.057
H -5.2055 0.7312 2.9296 0.134
H -3.1443 0.4403 4.6888 0.143
H -1.0858 1.8715 5.0154 0.132
H 0.5826 0.5811 6.2282 0.138
H 1.3727 -2.0134 6.3488 0.125
H -1.1144 -4.2249 4.9251 0.098
H -0.4010 -5.3436 3.7547 0.102
H -1.2228 -3.8863 3.1864 0.048
H 1.0564 -4.1471 6.1306 0.094
H 2.5436 -3.6408 5.2868 0.098
H 1.7898 -5.1902 4.9232 0.100
H 0.9112 -3.5147 1.8735 0.033
H 1.9677 -4.6703 2.6786 0.100
H 2.3610 -2.9460 2.7316 0.097
H -0.6268 4.0990 4.3275 0.140
H 1.4322 5.4608 3.1719 0.134
H 2.0329 5.0568 0.4162 0.085
H 3.7649 5.4108 0.3207 0.097
H 2.8135 6.0883 1.6277 0.085
H 3.2107 2.5544 0.1519 0.050
H 4.3146 2.0689 1.4423 0.057
H 4.7313 3.4136 0.3818 0.100
H 3.8593 5.0458 3.6225 0.089
H 5.1893 4.6763 2.5187 0.103
H 4.5040 3.3960 3.5334 0.097
C -0.6258 0.1438 -3.0538 -0.354
C -1.7169 -0.2501 -2.0500 -0.464
As -2.0747 -2.1241 -1.4106 1.314
C -0.3821 -3.0676 -1.6307 -0.400
C 0.7276 -2.6964 -0.8873 -0.213
C 1.9121 -3.4148 -0.8928 -0.076
C 1.9854 -4.5718 -1.6522 -0.058
C 0.8759 -4.9903 -2.3794 -0.049
C -0.2982 -4.2474 -2.3700 -0.094
C -3.0287 -2.6624 -3.0130 -0.425
C -2.4368 -2.7412 -4.2721 -0.123
C -3.2158 -2.9848 -5.3946 -0.062
C -4.5910 -3.1510 -5.2655 -0.063
C -5.1823 -3.0858 -4.0113 -0.069
C -4.4030 -2.8419 -2.8882 -0.123
As 1.1237 0.4206 -2.1942 1.291
C 1.7006 2.0689 -3.0242 -0.386
C 2.0681 2.0623 -4.3657 -0.088
C 2.4316 3.2503 -4.9801 -0.053
C 2.4345 4.4391 -4.2586 -0.056
C 2.0608 4.4458 -2.9228 -0.068
C 1.6907 3.2584 -2.3048 -0.122
C 2.3608 -0.8063 -3.0336 -0.407
C 1.9729 -1.8085 -3.9083 -0.109
C 2.9366 -2.6132 -4.5040 -0.061
C 4.2807 -2.4222 -4.2166 -0.057
C 4.6673 -1.4220 -3.3328 -0.059
C 3.7086 -0.6130 -2.7429 -0.111
H -0.8671 1.1214 -3.4613 0.081
H -0.5432 -0.5407 -3.8916 0.053
H -2.6954 -0.0132 -2.4651 0.069
H -1.6399 0.4094 -1.1746 -0.052
H 0.6713 -1.8292 -0.2397 -0.024
H 2.7633 -3.0768 -0.3129 0.121
H 2.9032 -5.1479 -1.6730 0.118
H 0.9242 -5.9066 -2.9574 0.118
H -1.1554 -4.5903 -2.9351 0.102
H -1.3622 -2.6432 -4.3854 0.084
H -2.7476 -3.0513 -6.3698 0.112
H -5.1981 -3.3365 -6.1430 0.114
H -6.2500 -3.2385 -3.9078 0.112
H -4.8645 -2.8037 -1.9085 0.093
H 2.0856 1.1365 -4.9237 0.110
H 2.7143 3.2502 -6.0249 0.116
H 2.7307 5.3633 -4.7391 0.116
H 2.0562 5.3749 -2.3655 0.108
H 1.3781 3.2656 -1.2669 0.070
H 0.9292 -1.9831 -4.1289 0.082
H 2.6314 -3.3921 -5.1924 0.116
H 5.0297 -3.0515 -4.6820 0.115
H 5.7155 -1.2649 -3.1130 0.114
H 4.0129 0.1777 -2.0693 0.104
```

Results
- HOMO (eV) = -13.0302
- molecular weight (g mol⁻¹) = 1008.84
- total charge = +2
- strongest force on any atom (eV/A) = 1.64
- orbital gap (eV) = 7.6
- calculated total energy (Eh) = -8605.758851
- E_LUMO (eV) = -5.409

# 2
Molecular formula: C47H58ClFNO4SSbSe4Zr
Method: DFT, ωB97M-V/def2-TZVPD

The geometry in XYZ format:
```
119
Properties=species:S:1:pos:R:3:lowdin_charge:R:1
Zr 1.0454 -1.8422 -1.7646 1.439
C -2.4267 -3.2481 -3.7866 -0.070
O -1.6844 -2.4901 -2.8245 -0.242
C -2.4585 -1.5999 -2.1178 -0.247
C -2.5248 -0.2575 -2.4927 -0.105
C -1.5272 0.3590 -3.4851 -0.056
C -0.5401 1.3507 -2.8463 -0.096
C -0.9631 2.6482 -2.5942 -0.002
C -0.1830 3.6125 -1.9550 -0.181
C 1.0817 3.2274 -1.5242 -0.007
C 1.5880 1.9559 -1.7733 -0.147
C 3.0361 1.6308 -1.4049 -0.044
C 3.4489 0.8230 -0.1627 -0.113
C 4.7401 0.9461 0.3395 0.009
C 5.2360 0.1003 1.3329 -0.164
C 4.4430 -0.9592 1.7705 0.016
C 3.1472 -1.1437 1.2978 -0.145
C 2.4045 -2.4623 1.5692 -0.068
C 0.8860 -2.5241 1.7318 -0.142
C 0.3360 -2.1958 2.9624 -0.023
C -1.0315 -2.2606 3.2208 -0.181
C -1.8559 -2.6390 2.1682 0.008
C -1.3752 -2.9649 0.9019 -0.108
C -2.3872 -3.2920 -0.2038 -0.044
C -2.9436 -2.0334 -0.8784 -0.115
C -3.7581 -1.1696 -0.1654 0.003
C -4.0307 0.1229 -0.6113 -0.167
C -3.3688 0.5654 -1.7496 0.020
C -4.9347 1.0233 0.2299 -0.554
C -5.1331 2.3999 -0.4039 -0.068
C -4.3037 1.2242 1.6158 -0.046
C -6.3110 0.3649 0.3914 -0.055
C 0.0205 -2.9786 0.7031 -0.300
O 0.5313 -3.3736 -0.4714 -0.274
C -1.5569 -1.9660 4.6258 -0.560
C -1.1772 -0.5359 5.0338 -0.052
C -3.0777 -2.0967 4.7146 -0.071
C -0.9340 -2.9553 5.6212 -0.056
C 2.6847 -0.1798 0.4127 -0.280
O 1.3777 -0.2872 0.0140 -0.254
C 0.4804 0.4763 0.8487 0.016
C 6.6431 0.3483 1.8816 -0.561
C 6.7215 1.7696 2.4567 -0.057
C 7.0149 -0.6303 2.9965 -0.078
C 7.6714 0.2015 0.7519 -0.049
C 0.8044 1.0439 -2.5108 -0.301
O 1.3785 -0.1029 -2.8498 -0.307
C -0.7140 5.0386 -1.8216 -0.562
C -0.9370 5.6260 -3.2229 -0.052
C 0.2583 5.9506 -1.0737 -0.079
C -2.0471 5.0372 -1.0626 -0.058
H -2.6687 -2.6267 -4.6519 0.074
H -3.3368 -3.6380 -3.3231 0.098
H -1.7950 -4.0737 -4.1026 0.019
H -2.0857 0.8960 -4.2573 0.120
H -0.9893 -0.4297 -4.0142 0.061
H -1.9610 2.9188 -2.9240 0.105
H 1.7140 3.9252 -0.9868 0.103
H 3.5789 2.5775 -1.3428 0.111
H 3.4628 1.0769 -2.2481 0.130
H 5.3816 1.7128 -0.0823 0.113
H 4.8413 -1.6889 2.4636 0.104
H 2.8544 -2.8925 2.4677 0.115
H 2.6843 -3.1172 0.7386 0.083
H 1.0179 -1.8710 3.7446 0.117
H -2.9283 -2.6770 2.3117 0.095
H -3.2198 -3.8253 0.2625 0.119
H -1.9301 -3.9577 -0.9350 0.097
H -4.1431 -1.4965 0.7948 0.103
H -3.4518 1.6021 -2.0446 0.092
H -4.1931 2.9493 -0.4673 0.062
H -5.8228 2.9885 0.2067 0.080
H -5.5535 2.3210 -1.4084 0.089
H -3.3018 1.6476 1.5189 0.087
H -4.2129 0.2793 2.1537 0.062
H -4.9114 1.9046 2.2200 0.079
H -6.7731 0.1995 -0.5839 0.088
H -6.9740 1.0026 0.9837 0.076
H -6.2317 -0.6013 0.8907 0.073
H -1.6397 0.1889 4.3607 0.084
H -0.0977 -0.3850 4.9968 0.074
H -1.5133 -0.3233 6.0533 0.077
H -3.5795 -1.3948 4.0457 0.071
H -3.4042 -1.8795 5.7349 0.079
H -3.4090 -3.1057 4.4627 0.085
H 0.1499 -2.8412 5.6662 0.075
H -1.1472 -3.9832 5.3227 0.088
H -1.3358 -2.7931 6.6259 0.076
H 0.6295 0.1743 1.8851 0.094
H -0.5274 0.2516 0.5235 0.097
H 0.7043 1.5347 0.7087 0.099
H 5.9876 1.9027 3.2541 0.088
H 6.5227 2.5208 1.6921 0.074
H 7.7173 1.9591 2.8673 0.077
H 6.3000 -0.5895 3.8204 0.084
H 8.0010 -0.3736 3.3908 0.078
H 7.0594 -1.6581 2.6326 0.084
H 7.5044 0.9349 -0.0371 0.076
H 7.6082 -0.7904 0.3023 0.093
H 8.6849 0.3446 1.1380 0.078
H -0.0106 5.6008 -3.7993 0.090
H -1.2784 6.6635 -3.1565 0.076
H -1.6848 5.0558 -3.7751 0.078
H 1.2172 6.0227 -1.5897 0.082
H 0.4422 5.5938 -0.0583 0.083
H -0.1633 6.9567 -1.0056 0.077
H -2.8022 4.4531 -1.5890 0.062
H -2.4291 6.0567 -0.9519 0.079
H -1.9234 4.6050 -0.0674 0.088
F -0.5523 -0.9095 -1.1120 -0.372
Cl 3.5198 -2.3342 -1.7372 0.005
S 1.6645 -4.8973 -3.5641 0.426
C 0.2363 -5.5539 -2.9110 -0.767
N -0.7324 -6.0017 -2.4706 0.089
Se -0.9038 -1.1950 -7.0661 -0.194
Sb 0.3726 -3.2115 -7.0474 -0.298
Se 2.6379 -3.1878 -7.7676 -0.235
Se -0.7175 -5.3121 -6.7980 -0.194
Se 1.0461 -2.8634 -4.2003 0.166
```

Results
- HOMO (eV) = -2.4531
- molecular weight (g mol⁻¹) = 1316.33
- total charge = -2
- strongest force on any atom (eV/A) = 1.02
- orbital gap (eV) = 5.9
- calculated total energy (Eh) = -13033.162384
- E_LUMO (eV) = 3.442